[1]
{"formula": "C5H13N2", "method": "ωB97M-V/def2-TZVPD", "elements": ["N", "N", "C", "C", "C", "C", "C", "H", "H", "H", "H", "H", "H", "H", "H", "H", "H", "H", "H", "H"], "positions_angstrom": [[0.795281, -0.063618, 0.027734], [-1.319736, -0.570203, -0.228609], [-2.499925, 0.313424, -0.216783], [1.147210, 1.222450, 0.767912], [-0.684022, -0.949969, 0.819830], [-0.243463, -0.074443, -1.072292], [2.012250, -0.783500, -0.295057], [0.296406, 1.967977, 0.662782], [2.246644, -0.727800, -1.281927], [1.370523, 1.044440, 1.762557], [1.969057, 1.792953, 0.293167], [-2.194895, 1.345503, 0.005958], [-2.843193, 0.142805, -1.279307], [-0.919659, -0.596413, 1.789446], [2.833354, -0.443571, 0.262765], [-3.209587, -0.133920, 0.511794], [-0.062492, -1.886465, 0.745795], [-0.531203, 0.932491, -1.350020], [0.067393, -0.683734, -1.847467], [1.770053, -1.848398, -0.078287]], "atomic_forces_ev_per_a": [[0.5, 1.7, 1.4], [-2.6, 1.5, -3.3], [0.0, -1.6, -0.7], [-1.9, 1.8, -3.6], [4.7, -2.2, 1.4], [-0.5, 1.3, 2.6], [-1.8, -2.2, 2.1], [0.7, -1.1, 0.5], [0.6, 0.4, -3.0], [0.3, -0.6, 1.9], [-0.1, -0.7, 0.1], [-0.5, -0.1, -0.1], [-0.4, 0.9, 1.4], [-0.6, 0.0, 1.1], [1.0, 0.3, 1.0], [0.2, 0.7, -0.6], [-1.0, 0.6, 0.5], [0.3, 0.2, -0.7], [0.5, -1.2, -1.7], [0.7, 0.4, -0.1]], "charge": 1, "homo_ev": -13.6665, "de_lowest_ev": 4.492, "orbital_gap_ev": 9.96, "molar_mass_g_mol": 101.2}


[2]
{"formula": "C15H12N6O2", "method": "ωB97M-V/def2-TZVPD", "elements": ["O", "O", "N", "N", "N", "N", "N", "N", "C", "C", "C", "C", "C", "C", "C", "C", "C", "C", "C", "C", "C", "C", "C", "H", "H", "H", "H", "H", "H", "H", "H", "H", "H", "H", "H"], "positions_angstrom": [[-2.153640, -1.293116, -0.509299], [-2.498752, 3.517235, -0.011681], [-0.271925, 1.046431, 4.764297], [-0.305104, 0.748406, 2.135766], [0.192222, 0.095941, 5.344822], [-0.765800, 2.003745, 4.043906], [-1.558882, 2.762225, 2.001848], [-1.189196, 1.486874, 0.079076], [0.077705, -0.599002, 0.113450], [3.829611, -0.240829, 0.567474], [-0.516896, 0.573865, 0.812854], [-0.803592, -1.457214, -0.635721], [1.977652, -1.869981, -0.736670], [-0.232427, -2.443680, -1.469034], [4.259052, -1.338445, -0.200570], [-2.918612, -1.383787, -1.707280], [-0.859883, 1.829929, 2.688133], [2.476109, 0.018485, 0.680938], [-1.706817, 2.588604, 0.667433], [-2.516154, 3.422357, -1.428702], [1.130131, -2.658260, -1.489390], [1.487838, -0.828248, 0.047898], [3.346125, -2.131767, -0.842303], [-3.206356, -2.413347, -1.888763], [-3.810801, -0.770454, -1.629250], [2.191827, 0.848459, 1.291353], [1.674257, -3.418384, -2.108667], [4.499001, 0.366240, 1.150083], [-0.864335, -3.079424, -2.052093], [-2.355520, -1.026005, -2.571900], [5.298529, -1.628502, -0.265740], [-3.185331, 4.181781, -1.831874], [-2.888714, 2.439394, -1.780184], [3.684333, -2.990480, -1.430548], [-1.515658, 3.640956, -1.799662]], "atomic_forces_ev_per_a": [[0.4, 0.3, -0.1], [1.5, -1.7, 1.7], [2.3, -5.2, 0.8], [0.0, -0.6, -0.6], [-3.6, 7.4, -3.9], [0.9, -1.2, 3.6], [-0.2, 0.5, -0.1], [-0.5, 0.5, -1.0], [-1.4, -1.1, -1.2], [-1.5, -0.1, 0.1], [-0.3, 2.0, 1.0], [1.7, 1.3, 0.9], [0.2, -0.2, -0.2], [0.5, -0.4, 0.2], [0.2, -0.7, -0.2], [0.3, -0.1, -0.3], [-0.6, -0.4, -2.8], [0.3, -0.8, -0.3], [0.2, -1.4, 1.4], [0.0, -0.5, -0.6], [-0.7, -0.8, -0.9], [0.0, 1.6, 0.9], [1.4, 0.3, 0.4], [-0.1, -0.2, -0.1], [0.0, 0.0, 0.4], [-0.4, 0.3, 0.2], [-1.2, 0.6, 0.4], [0.4, 0.1, -0.1], [-0.4, -0.2, -0.2], [0.1, 0.0, 0.1], [0.1, 0.3, 0.1], [-0.1, 0.1, 0.5], [0.5, 0.4, 0.3], [-0.2, 0.3, 0.2], [0.0, -0.3, -0.2]], "charge": 0, "homo_ev": -8.1633, "de_lowest_ev": 1.402, "orbital_gap_ev": 8.00, "molar_mass_g_mol": 308.3}


[3]
{"formula": "C4H8NO2", "method": "ωB97M-V/def2-TZVPD", "elements": ["O", "O", "N", "C", "C", "C", "C", "H", "H", "H", "H", "H", "H", "H", "H"], "positions_angstrom": [[0.571746, -2.728439, 1.459411], [0.088771, 2.807807, -0.968346], [-0.021969, 0.723024, -0.074833], [0.440342, -1.892895, 0.462537], [-1.178690, 0.471452, -0.904570], [0.570356, -0.301256, 0.825005], [0.531745, 1.935062, -0.213520], [-0.634407, -1.882693, 0.091760], [1.421058, 2.152944, 0.389890], [-1.353991, -0.594472, -1.028860], [-2.094638, 0.836453, -0.421699], [-1.099085, 0.848109, -1.919932], [1.607493, 0.023612, 0.911528], [-0.100531, -0.329748, 1.704150], [1.251807, -2.068963, -0.312525]], "atomic_forces_ev_per_a": [[0.3, 0.1, 1.1], [0.2, -0.1, 0.3], [0.7, -0.1, -0.8], [0.0, 0.9, -0.7], [-0.8, -0.9, 0.2], [-1.3, -0.7, 0.2], [-0.6, 0.4, -0.7], [0.7, -0.4, -0.7], [0.1, -0.4, 0.2], [0.3, -0.1, 0.3], [0.1, 0.3, -0.2], [0.2, 0.6, 0.2], [-0.1, -0.3, 0.8], [1.1, 0.4, 0.4], [-0.9, 0.2, -0.5]], "charge": -1, "homo_ev": -2.7404, "de_lowest_ev": 2.717, "smiles": "CN(C=O)CC[O-]", "orbital_gap_ev": 6.51, "molar_mass_g_mol": 102.1}